14
Properties=species:S:1:pos:R:3:lowdin_charge:R:1 method="wB97M-V/def2-TZVPD" e_tot_ha=-630.4178 homo_lumo_gap_ev=9.7 e_homo_ev=-9.2 de_lowest_kcal_mol=136.3
H -0.04 -1.23 -0.93 0.099
H -0.13 -0.49 2.13 0.172
H -1.04 -1.68 0.92 0.112
H 2.28 0.21 -1.50 -0.053
H 0.68 1.35 0.14 0.047
O -2.29 -0.41 -0.53 -0.052
H -2.27 -0.54 -1.54 0.123
H -1.35 2.13 -0.77 0.126
C -0.73 1.53 0.20 -0.114
C -1.00 0.06 0.09 -0.621
S 2.00 -0.01 -0.13 0.811
H -1.10 2.25 1.34 0.141
C -0.38 -0.83 1.03 -0.119
C 0.33 -0.52 -0.24 -0.672

20
Properties=species:S:1:pos:R:3:lowdin_charge:R:1 method="wB97M-V/def2-TZVPD" e_tot_ha=-563.3090 homo_lumo_gap_ev=8.9 e_homo_ev=-8.2 de_lowest_kcal_mol=48.1
H -0.85 1.18 -0.54 0.100
H 0.16 -0.50 -4.23 -0.055
H -1.46 -1.50 1.51 0.108
H 1.24 0.79 2.57 0.063
C 0.43 2.51 0.62 -0.086
C 0.75 -0.13 2.25 -0.047
C -0.22 1.20 0.34 -0.117
H 0.13 -0.49 3.07 0.082
H -1.46 -2.80 -0.38 0.046
C -0.84 -1.16 0.68 -0.170
H -1.13 0.16 -3.13 -0.046
C -0.83 -1.91 -0.42 -0.243
H 0.78 2.59 1.64 0.061
H 1.10 -2.78 -2.14 -0.071
H -0.27 3.32 0.43 0.073
Si 0.09 -1.73 -2.04 0.718
H 1.52 -0.88 2.07 0.086
H 1.29 2.65 -0.04 0.082
C -0.08 0.05 1.01 -0.329
C -0.34 -0.56 -3.27 -0.254

16
Properties=species:S:1:pos:R:3:lowdin_charge:R:1 method="wB97M-V/def2-TZVPD" multiplicity=2 e_tot_ha=-325.8284 total_charge=-1 homo_lumo_gap_ev="3.3 / 7.3" e_homo_ev="0.8 / -3.3" de_lowest_kcal_mol=22.0
O 0.15 3.01 -1.89 -0.041
N -0.21 0.96 -0.88 0.009
H -0.19 2.66 0.11 0.118
C 1.59 -1.00 1.22 -0.178
H 2.62 -1.29 1.22 -0.038
H -1.05 -1.80 -0.70 0.073
H 1.09 -0.51 2.04 -0.032
C -0.71 -1.21 0.16 -0.303
H 1.22 -1.78 -0.77 0.026
C -1.05 0.28 0.07 -0.252
C -0.03 2.29 -0.92 -0.406
H 0.00 0.43 -1.72 0.131
C 0.77 -1.52 0.19 -0.366
H -1.06 -1.63 1.12 0.072
H -2.10 0.28 -0.28 0.090
H -1.02 0.82 1.02 0.099

84
Properties=species:S:1:pos:R:3:lowdin_charge:R:1 method="wB97M-V/def2-TZVPD" multiplicity=3 e_tot_ha=-4531.5131 total_charge=+1 homo_lumo_gap_ev="6.7 / 6.4" e_homo_ev="-10.7 / -11.3" de_lowest_kcal_mol=0.0
C 0.98 -4.41 0.11 -0.113
C 5.27 3.16 1.80 -0.058
H -4.45 2.62 -0.03 0.084
C 0.12 -0.19 2.94 -0.315
N 3.64 0.66 -2.15 0.150
C -3.66 1.37 -1.59 -0.251
H -2.30 1.41 0.01 0.063
H 0.84 -1.93 1.09 0.106
C 2.88 1.81 1.86 -0.250
C 1.97 -3.28 -0.12 -0.269
W 0.09 1.38 0.35 1.447
O -2.23 6.26 1.98 0.119
C 4.17 3.70 1.16 -0.054
N 4.97 -1.26 -2.95 0.143
N 1.78 0.95 -0.65 -0.115
H -1.68 -1.69 -2.95 0.098
H 0.60 -4.39 1.14 0.122
C -1.67 5.05 1.98 -0.270
C 0.35 -4.33 -2.31 -0.104
C -0.84 3.21 0.84 -0.397
C -2.55 0.91 -0.92 -0.107
H 6.05 1.51 2.95 0.114
H 2.10 3.43 0.65 0.090
H -1.76 -2.86 -1.26 0.109
C 1.26 -1.93 0.09 -0.095
H 0.55 -1.10 4.84 0.122
H 3.29 -2.60 -1.71 0.083
H -2.35 6.60 2.88 0.130
H -0.92 -5.04 -0.71 0.145
H -5.41 2.62 -1.51 0.085
H -0.02 -1.70 -3.13 0.103
H 1.47 -5.38 -0.03 0.126
H -0.45 2.60 4.05 0.133
C -1.43 4.46 0.75 0.021
C 0.73 -1.86 -2.35 -0.062
H 2.78 -3.34 0.61 0.146
H -3.87 3.48 -1.45 0.088
C -3.81 -1.14 -4.46 -0.027
C -0.19 -0.97 4.05 -0.004
C 2.96 3.01 1.18 -0.050
C -1.32 4.39 3.19 0.049
H 1.99 -1.13 0.01 0.088
C 4.35 -0.37 -2.56 -0.347
C 3.97 1.26 2.50 -0.016
C -1.43 -1.57 4.10 -0.056
H -4.15 -2.16 -4.23 0.092
H 0.81 -5.31 -2.48 0.127
H -3.00 -1.22 -5.19 0.091
C -4.05 0.69 -2.75 0.047
H -1.52 4.87 4.14 0.131
H -0.47 -4.23 -3.02 0.122
H -4.91 1.04 -3.30 0.130
H 4.24 4.64 0.64 0.114
C -0.87 -2.90 -0.65 -0.069
C -3.35 -0.43 -3.22 -0.226
H -1.72 -2.18 4.94 0.113
C -1.76 -0.19 -1.38 -0.304
N -0.59 -0.42 -0.75 0.020
H -2.71 -0.48 1.15 0.093
H 3.89 0.31 3.01 0.113
N -0.53 2.62 1.95 -0.093
N 1.60 1.11 1.90 -0.091
H -1.66 4.94 -0.19 0.118
C 0.12 -1.75 -0.93 -0.365
Br -0.15 2.68 -1.96 0.241
C -0.74 0.03 1.86 -0.195
C 2.54 -3.37 -1.54 -0.105
H -1.19 -2.82 0.39 0.121
H 6.22 3.68 1.77 0.113
C -4.39 2.59 -1.12 -0.024
H 1.78 -3.28 -3.55 0.149
C -2.32 -1.36 3.05 -0.051
C -0.18 -4.26 -0.87 -0.274
C 1.39 -3.23 -2.54 -0.265
H -3.30 -1.82 3.09 0.115
C -1.99 -0.58 1.95 -0.091
H -4.64 -0.62 -4.93 0.081
C -2.23 -0.87 -2.54 0.041
C 2.69 0.76 -1.38 -0.310
H 3.04 -4.33 -1.68 0.130
C -0.74 3.15 3.17 -0.037
H 1.46 -1.07 -2.49 0.107
N 1.39 0.42 2.93 0.141
C 5.18 1.94 2.47 -0.055

8
Properties=species:S:1:pos:R:3:lowdin_charge:R:1 method="wB97M-V/def2-TZVPD" e_tot_ha=-378.3497 homo_lumo_gap_ev=10.5 smiles="O=C(O)C(=O)O" e_homo_ev=-10.9 de_lowest_kcal_mol=40.5
C -0.78 0.17 -0.06 -0.199
C 0.82 -0.16 -0.10 -0.437
O 1.35 -1.20 0.17 0.132
O -1.61 -1.02 -0.07 0.097
O -1.31 1.31 0.16 0.069
H -2.47 -0.85 -0.22 0.042
H 2.46 0.72 -0.03 0.133
O 1.54 0.92 -0.11 0.163

105
Properties=species:S:1:pos:R:3:lowdin_charge:R:1 method="wB97M-V/def2-TZVPD" e_tot_ha=-3403.0242 total_charge=+1 homo_lumo_gap_ev=9.2 e_homo_ev=-10.7 de_lowest_kcal_mol=1.4
P -2.21 1.01 2.08 1.136
Y 0.51 0.00 1.08 1.135
H -2.29 2.34 -5.98 0.111
C -2.10 0.13 -2.86 -0.411
H -5.12 1.83 1.68 0.089
H 1.10 -3.63 3.74 0.093
H -1.27 3.79 1.69 0.080
C -1.05 1.63 -4.39 -0.053
C 4.07 0.88 -5.37 -0.074
H -2.51 3.31 -2.24 0.112
C -4.44 3.25 -1.31 -0.065
H 0.95 -4.52 -2.23 0.097
C -4.53 2.13 0.82 -0.102
C -3.09 2.99 -1.38 -0.069
H -1.89 -2.41 -3.26 0.094
O 2.84 0.08 1.59 -0.138
H -2.75 4.17 4.19 0.093
H -1.82 -0.82 4.34 0.070
C 3.34 -1.41 -5.51 -0.098
O -0.69 -0.60 -0.79 -0.686
O 0.75 -0.42 3.26 -0.140
H 4.91 -1.97 -1.18 0.073
C -0.87 3.34 2.59 -0.114
H -0.23 -4.40 -3.51 0.118
H 4.40 1.79 -5.86 0.108
H 2.61 -2.56 1.54 0.120
H -0.06 0.78 -2.67 0.038
C 6.34 -0.18 2.14 -0.036
C -3.11 3.29 3.65 -0.074
H 0.05 2.82 2.33 0.021
S -2.05 -0.89 -1.42 1.037
C -1.89 2.43 3.29 -0.678
H 0.12 -2.64 4.83 0.097
N 5.06 0.41 1.77 -0.118
O 0.27 -2.08 1.90 -0.138
C 3.97 0.84 -3.99 -0.071
C 4.84 1.78 2.23 -0.018
H -0.35 -3.04 -0.79 0.087
C -2.48 -1.29 3.61 -0.102
C 0.65 -1.67 3.05 -0.703
C 4.00 -0.33 1.39 -0.462
H -2.94 -2.98 -1.96 0.089
C -4.39 0.27 3.89 -0.080
N 4.22 -1.52 0.75 -0.051
H -3.13 -1.98 4.15 0.097
H -1.39 2.09 -0.44 -0.015
C 3.06 -2.36 0.58 -0.178
H -0.60 4.14 3.28 0.095
H 5.85 -0.75 -0.34 0.093
C -3.36 -0.26 2.87 -0.668
C -3.16 1.84 0.76 -0.360
H 3.82 -0.20 -7.21 0.109
H 6.62 0.18 3.13 0.096
H 2.30 -1.82 -1.15 0.016
O 2.04 -1.77 -0.22 -0.120
C -5.16 2.82 -0.20 -0.062
H 3.10 -2.29 -6.09 0.107
H 5.67 2.40 1.90 0.098
C 0.96 -2.63 4.14 0.033
C 0.94 -2.62 -3.26 -0.459
C 3.24 -1.45 -4.12 -0.538
H -4.94 3.80 -2.10 0.110
H -4.98 -0.58 4.23 0.093
H -4.82 -0.41 1.23 0.073
C -4.10 -1.02 1.76 -0.093
H -4.62 -1.87 2.21 0.096
H -0.96 2.74 5.20 0.095
C -3.37 1.02 -4.68 -0.063
C 3.56 -0.33 -3.36 -0.110
H -0.36 1.30 4.38 0.060
H 6.27 -1.27 2.19 0.089
H -1.88 -1.87 2.91 0.064
H 4.78 1.82 3.32 0.100
C 0.22 -3.84 -2.69 -0.256
I 1.42 2.21 -0.48 0.269
H 3.39 -3.30 0.14 0.145
H 1.84 -2.30 4.69 0.098
C 3.75 -0.24 -6.13 -0.073
H -3.91 0.70 4.76 0.067
H 0.60 -2.37 -4.27 0.092
H -1.94 1.28 5.16 0.066
C -2.24 1.72 -5.10 -0.062
H -6.22 3.03 -0.12 0.110
H -4.30 1.11 -5.22 0.112
C 5.32 -1.69 -0.21 -0.022
C -0.97 0.83 -3.25 -0.090
H -3.64 3.64 2.76 0.076
C -2.46 2.28 -0.36 -0.149
H 0.79 -1.75 -2.63 0.056
C -1.25 1.89 4.58 -0.085
H -5.07 1.00 3.48 0.067
H -1.30 -4.42 -1.30 0.118
C -3.31 0.23 -3.54 -0.083
H -0.18 2.18 -4.71 0.116
H -3.82 2.78 4.29 0.065
H 7.13 0.09 1.44 0.095
H -3.39 -1.43 1.03 0.048
H 4.20 1.71 -3.39 0.106
H 6.02 -2.46 0.11 0.096
H 3.46 -0.36 -2.28 0.077
C -0.84 -3.49 -1.65 -0.211
S 2.72 -2.96 -3.34 0.960
H -4.19 -0.30 -3.19 0.120
C -1.95 -2.57 -2.19 -0.261
H 3.92 2.16 1.81 0.059

13
Properties=species:S:1:pos:R:3:lowdin_charge:R:1 method="wB97M-V/def2-TZVPD" multiplicity=2 e_tot_ha=-592.4428 total_charge=-1 homo_lumo_gap_ev="3.0 / 6.0" e_homo_ev="0.6 / -2.6" de_lowest_kcal_mol=13.6
H 1.59 1.68 0.09 0.017
C -2.93 -0.33 0.50 -0.500
C 1.58 -0.73 -1.26 -0.467
C 1.05 1.02 0.77 -0.435
H 2.26 0.11 -1.48 0.019
H -3.19 -1.23 -0.09 -0.030
O -3.45 0.80 0.17 -0.358
H 0.29 1.53 1.35 0.026
H 2.25 -1.43 -0.74 0.016
H -2.66 -0.55 1.53 -0.050
H 1.74 0.56 1.48 0.022
H 1.27 -1.18 -2.15 -0.004
S 0.20 -0.26 -0.18 0.743

20
Properties=species:S:1:pos:R:3:lowdin_charge:R:1 method="wB97M-V/def2-TZVPD" e_tot_ha=-253.3700 total_charge=+1 homo_lumo_gap_ev=9.8 e_homo_ev=-13.2 de_lowest_kcal_mol=30.3
H -1.42 -0.45 -3.58 0.057
H 1.73 1.74 1.12 0.109
C -0.51 -1.75 0.43 -0.062
H 1.89 -0.61 0.82 0.185
H 2.43 0.96 2.60 0.107
C -1.46 0.07 -2.64 -0.062
H -1.48 -1.93 -0.02 0.085
N 1.17 -0.26 1.46 -0.011
H -1.98 -0.32 -1.78 0.036
H -0.87 0.14 1.48 0.137
H -0.08 0.30 -0.09 0.100
C -0.87 1.26 -2.52 -0.082
H -0.19 1.71 -3.23 0.052
H 1.19 -0.92 2.24 0.176
C -0.17 -0.33 0.80 -0.194
H -0.51 -2.37 1.33 0.089
H 0.67 1.52 2.47 0.105
H 0.25 -2.16 -0.24 0.093
H -1.06 1.90 -1.67 0.045
C 1.55 1.11 1.98 0.033

13
Properties=species:S:1:pos:R:3:lowdin_charge:R:1 method="wB97M-V/def2-TZVPD" e_tot_ha=-394.6728 homo_lumo_gap_ev=8.4 smiles="[H]/N=C/N/C(C#C)=N/O" e_homo_ev=-8.8 de_lowest_kcal_mol=184.9
C 0.43 -0.11 0.01 -0.431
C 1.49 -1.02 0.01 -0.017
C -2.04 0.14 -0.05 -0.385
H -1.01 -1.63 0.18 0.195
O 1.91 1.56 -0.18 -0.096
H -4.04 0.40 -0.30 0.108
H -1.83 1.19 -0.24 0.114
N -0.91 -0.56 -0.02 0.060
N -3.23 -0.33 0.07 0.032
H 1.77 2.60 0.13 0.187
N 0.72 1.08 0.37 0.019
H 3.88 -1.90 0.02 0.040
C 2.86 -1.41 0.00 0.173

42
Properties=species:S:1:pos:R:3:lowdin_charge:R:1 method="wB97M-V/def2-TZVPD" e_tot_ha=-961.1822 homo_lumo_gap_ev=8.0 smiles="O=C(C[C@@H](c1ccco1)[C@H]1CCCCC1=O)c1ccccc1" e_homo_ev=-8.2 de_lowest_kcal_mol=255.2
C 2.49 -0.44 3.01 0.116
H -1.99 5.58 -0.52 0.178
C -0.95 1.24 0.47 -0.177
H -0.88 -0.69 -2.06 0.048
H 0.56 -1.28 -2.88 0.147
H -1.54 -2.91 -1.68 0.102
C 1.45 -0.60 1.97 -0.052
C -2.32 2.59 1.84 0.026
H -2.24 1.78 2.51 0.124
C -2.04 4.56 0.30 -0.135
H 0.17 -4.12 0.03 0.153
C 1.90 -0.19 0.95 -0.570
C -1.38 3.55 -0.29 0.006
H -0.13 1.12 -1.46 0.023
C 0.66 -1.39 -0.64 -0.173
O 2.95 0.36 1.01 0.121
H -0.44 -5.06 -2.26 0.175
C -1.68 2.54 0.64 -0.178
C 1.29 -0.06 -0.32 -0.145
C 0.12 -3.94 -2.41 -0.169
C 3.52 0.42 2.19 0.038
H 1.63 -4.85 -0.99 0.144
H 2.54 -0.78 4.07 0.089
H 0.96 2.08 -0.42 0.193
C 0.91 -3.92 -0.88 -0.090
C -0.76 -2.80 -2.42 -0.325
H 4.25 0.84 2.51 0.004
H 0.67 -1.21 1.98 0.080
C -2.79 3.84 2.13 -0.144
C 1.43 -2.55 -0.89 -0.388
H -0.80 3.44 -1.18 0.122
O -1.34 0.10 1.04 -0.009
O 2.74 -2.50 -0.59 -0.004
C -0.27 -1.47 -2.12 -0.107
H -1.55 -2.87 -3.40 0.183
C 0.19 1.11 -0.57 -0.023
C -2.80 4.74 1.35 -0.170
H 1.95 0.12 -1.22 0.185
H 0.87 -3.84 -3.13 0.082
H -0.31 -1.89 0.11 0.234
H -3.49 5.62 1.37 0.160
H -3.55 3.73 2.85 0.125

11
Properties=species:S:1:pos:R:3:lowdin_charge:R:1 method="wB97M-V/def2-TZVPD" e_tot_ha=-173.1777 homo_lumo_gap_ev=11.1 smiles="C=C.C=N" e_homo_ev=-10.2 de_lowest_kcal_mol=40.4
H 3.57 -2.53 0.91 0.043
H -1.36 2.43 0.81 0.059
H 2.88 -1.41 -0.33 0.042
H -2.10 3.86 -0.12 0.052
N -2.29 2.09 -1.05 0.009
H 1.28 -3.17 1.54 0.044
H 0.56 -2.31 0.10 0.040
H -1.79 1.19 -1.01 0.032
C 2.68 -2.21 0.37 -0.084
C 1.45 -2.66 0.60 -0.084
C -1.95 2.78 -0.04 -0.152

12
Properties=species:S:1:pos:R:3:lowdin_charge:R:1 method="wB97M-V/def2-TZVPD" e_tot_ha=-1411.8782 homo_lumo_gap_ev=8.2 smiles="C/C(=C/Cl)C(=S)S" e_homo_ev=-9.0 de_lowest_kcal_mol=53.6
H -1.67 0.98 1.24 0.093
C -0.10 -0.69 1.30 -0.111
C -1.17 1.12 0.22 -0.502
S 0.17 -1.87 -1.73 0.701
H -0.22 -1.84 1.06 0.095
H 2.74 -0.03 -2.30 0.045
H -0.83 -0.23 2.01 0.062
H 0.89 -0.53 1.90 0.119
Cl -1.52 2.47 -0.90 0.552
C 0.44 -0.35 -1.22 -1.226
S 1.60 0.89 -1.58 0.721
C -0.33 0.06 0.00 -0.550

What did the fifth record say?
8
Properties=species:S:1:pos:R:3:lowdin_charge:R:1 method="wB97M-V/def2-TZVPD" e_tot_ha=-378.3497 homo_lumo_gap_ev=10.5 smiles="O=C(O)C(=O)O" e_homo_ev=-10.9 de_lowest_kcal_mol=40.5
C -0.78 0.17 -0.06 -0.199
C 0.82 -0.16 -0.10 -0.437
O 1.35 -1.20 0.17 0.132
O -1.61 -1.02 -0.07 0.097
O -1.31 1.31 0.16 0.069
H -2.47 -0.85 -0.22 0.042
H 2.46 0.72 -0.03 0.133
O 1.54 0.92 -0.11 0.163